{"formula": "CH7N3OP", "method": "the ωB97M-V functional and the def2-TZVPD basis", "total_charge": 1, "lumo_ev": -6.19, "homo_energy_ev": -14.563, "multiplicity": 1, "species": ["C", "N", "N", "N", "O", "P", "H", "H", "H", "H", "H", "H", "H"], "positions_angstrom": [[-1.317, -0.260, 0.086], [-2.644, -0.313, -0.082], [-0.831, 0.915, -0.189], [1.680, 0.176, 0.218], [-0.562, -1.259, 0.236], [3.129, -0.179, 0.077], [-3.159, 0.544, 0.106], [-3.219, -1.090, 0.224], [-1.484, 1.660, -0.140], [0.097, 1.184, -0.123], [0.653, -0.710, 0.244], [4.046, 0.767, -0.419], [3.612, -1.435, -0.237]], "lowdin_charge": [-0.603, 0.198, 0.188, -0.297, 0.054, 0.957, 0.128, 0.136, 0.125, 0.037, 0.117, -0.012, -0.028]}


{"formula": "CH7N3OP", "method": "the ωB97M-V functional and the def2-TZVPD basis", "total_charge": 1, "lumo_ev": -5.09, "homo_energy_ev": -13.318, "multiplicity": 1, "species": ["C", "N", "N", "N", "O", "P", "H", "H", "H", "H", "H", "H", "H"], "positions_angstrom": [[-0.075, 0.466, -1.171], [-0.890, 1.000, -2.059], [-0.466, 0.143, 0.067], [0.462, -0.441, 0.880], [1.154, 0.254, -1.517], [0.037, -1.768, 1.852], [-1.856, 1.206, -1.867], [-0.519, 1.223, -2.973], [-1.429, 0.291, 0.356], [1.167, 0.821, 1.828], [1.657, -0.163, -0.781], [1.309, -1.871, 2.413], [-0.551, -1.161, 2.973]], "lowdin_charge": [-0.429, 0.255, -0.044, -0.460, 0.192, 0.787, 0.145, 0.155, 0.170, 0.284, 0.144, -0.090, -0.109]}


{"formula": "CH7N4", "method": "the ωB97M-V functional and the def2-TZVPD basis", "total_charge": 1, "lumo_ev": [-5.99, -4.77], "homo_energy_ev": [-14.714, -14.352], "multiplicity": 1, "species": ["C", "N", "N", "N", "N", "H", "H", "H", "H", "H", "H", "H"], "positions_angstrom": [[0.476, 1.122, -0.201], [0.802, -0.054, 0.270], [1.311, 2.131, -0.167], [-1.932, -1.474, -0.227], [0.067, -1.107, 0.594], [-0.488, 1.185, -0.521], [1.039, 2.995, -0.553], [2.300, 2.247, -0.065], [-1.974, -1.505, -1.194], [-1.875, -2.465, 0.097], [0.627, -1.989, 0.441], [-0.354, -1.086, 1.524]], "lowdin_charge": [-0.146, 0.031, 0.190, 0.139, 0.076, 0.121, 0.114, 0.141, -0.026, 0.037, 0.176, 0.147]}


{"formula": "CH7N4S", "method": "the ωB97M-V functional and the def2-TZVPD basis", "total_charge": 1, "lumo_ev": [-5.31, -5.33], "homo_energy_ev": [-13.325, -13.210], "multiplicity": 1, "species": ["C", "N", "N", "N", "N", "S", "H", "H", "H", "H", "H", "H", "H"], "positions_angstrom": [[-0.217, 0.367, 0.085], [1.860, 0.918, 0.007], [-0.596, 1.351, -0.687], [-0.746, -0.760, 0.463], [-1.925, -1.387, 0.068], [2.798, -0.395, -0.246], [1.829, 1.203, 1.048], [-1.484, 1.298, -1.067], [-0.371, -1.186, 1.210], [0.049, 1.970, -1.083], [-1.847, -1.950, -0.765], [-2.724, -0.617, 0.047], [3.373, -0.813, 0.920]], "lowdin_charge": [-0.153, -0.398, 0.196, -0.031, 0.061, 0.789, 0.077, 0.097, 0.104, 0.100, 0.098, 0.162, -0.103]}


{"formula": "CH7N4S", "method": "the ωB97M-V functional and the def2-TZVPD basis", "total_charge": 1, "lumo_ev": -4.02, "homo_energy_ev": -13.047, "multiplicity": 1, "species": ["C", "N", "N", "N", "N", "S", "H", "H", "H", "H", "H", "H", "H"], "positions_angstrom": [[-0.544, -0.850, 0.562], [-1.153, -1.991, 0.821], [1.012, 1.799, -1.760], [-0.155, -0.009, 1.561], [-0.153, 1.172, -1.290], [-0.195, -0.660, -1.155], [-1.351, -2.225, 1.810], [-1.005, 1.270, -1.997], [1.760, 1.468, -1.152], [1.122, 1.810, -2.784], [0.556, 0.673, 1.532], [-1.153, -2.464, -0.008], [-0.432, -0.325, 2.482]], "lowdin_charge": [-0.642, 0.150, -0.049, 0.175, -0.391, 0.981, 0.171, 0.128, 0.085, 0.105, 0.110, 0.049, 0.128]}


{"formula": "CH7N4S", "method": "the ωB97M-V functional and the def2-TZVPD basis", "total_charge": 1, "lumo_ev": -3.99, "homo_energy_ev": -12.654, "multiplicity": 1, "species": ["C", "N", "N", "N", "N", "S", "H", "H", "H", "H", "H", "H", "H"], "positions_angstrom": [[1.650, -0.333, -0.413], [2.903, 0.092, 0.015], [0.814, -0.973, 0.279], [-2.055, 0.594, -0.144], [-3.105, 1.202, 0.263], [-2.017, -0.962, -0.114], [3.441, -0.599, 0.598], [0.855, -1.478, 1.147], [3.473, 0.388, -0.792], [-3.078, 2.286, 0.247], [-3.963, 0.732, 0.419], [-0.123, -1.153, -0.249], [1.205, 0.204, -1.256]], "lowdin_charge": [-0.193, 0.134, 0.125, -0.560, -0.023, 0.728, 0.146, 0.142, 0.124, 0.180, 0.087, -0.053, 0.163]}


{"formula": "CH7N4S", "method": "the ωB97M-V functional and the def2-TZVPD basis", "total_charge": 1, "lumo_ev": -3.71, "homo_energy_ev": -13.600, "multiplicity": 1, "species": ["H", "N", "C", "N", "N", "N", "S", "H", "H", "H", "H", "H", "H"], "positions_angstrom": [[1.040, 1.307, 1.907], [1.312, 1.230, 0.911], [0.590, 0.624, 0.110], [0.877, 0.593, -1.254], [-0.453, -0.260, 0.414], [-1.005, -0.926, -0.707], [-0.474, -0.829, 2.125], [1.863, 0.277, -1.172], [0.020, -0.124, -1.595], [0.836, 1.644, -1.612], [-2.079, -0.939, -0.654], [-0.648, -1.958, -0.686], [-1.879, -0.638, 2.213]], "lowdin_charge": [0.068, 0.164, -0.612, 0.189, -0.492, -0.006, 0.836, 0.186, 0.175, 0.239, 0.160, 0.164, -0.069]}


{"formula": "CH7N5", "method": "the ωB97M-V functional and the def2-TZVPD basis", "lumo_ev": 0.83, "homo_energy_ev": -7.613, "multiplicity": 1, "species": ["N", "N", "C", "N", "N", "N", "H", "H", "H", "H", "H", "H", "H"], "positions_angstrom": [[-2.368, -0.539, -0.368], [-1.157, -1.094, -0.107], [-0.173, -0.259, 0.071], [-0.281, 1.102, 0.139], [1.113, -0.712, 0.250], [2.184, 0.185, 0.003], [-2.271, 0.382, -0.800], [-2.898, -0.421, 0.495], [-1.120, 1.390, 0.622], [0.557, 1.457, 0.597], [1.205, -1.694, -0.019], [3.078, -0.305, 0.088], [2.131, 0.508, -0.969]], "lowdin_charge": [-0.065, -0.071, -0.513, 0.115, -0.065, -0.004, 0.059, 0.069, 0.085, 0.081, 0.133, 0.089, 0.086]}


The records above yield calculated total energy values of -622.8400 -622.7867 -260.9131 -659.1043 -659.2034 -659.2038 -659.1684 -316.0072 hartree, respectively.
The records above yield energy above the lowest of the compared OMol25 structures with the same formula, charge and spin values of 1.549 3.001 3.039 3.676 0.978 0.968 1.930 0.484 eV, respectively.